# 1
Formula: C3H6N2OS
Source: the Open Molecules 2025 dataset
Level of theory: wB97M-V/def2-TZVPD

Positions of all 13 atoms, in Å:
C 0.09 3.02 -0.92
N 0.02 1.90 -0.33
N 0.14 0.77 -1.09
C 0.08 -0.48 -0.53
O 0.19 -1.47 -1.20
S -0.17 -0.51 1.23
C -0.16 -2.30 1.42
H 0.23 3.11 -2.03
H -0.01 3.91 -0.31
H 0.28 0.81 -2.07
H -0.30 -2.50 2.46
H -0.97 -2.73 0.85
H 0.82 -2.71 1.05

Strongest force on any atom (Eh/bohr): 0.036
Orbital gap (eV): 10.05
ΔE to the lowest compared entry with this formula, charge and spin (kJ/mol): 175.3
HOMO level (eV): -9.22
SMILES: C=NNC(=O)SC
Total charge: 0

Atom-resolved charges from Löwdin, all expressed in e: -0.04 -0.05 -0.03 -0.79 0.01 0.90 -0.40 0.08 0.07 0.14 0.02 0.03 0.07



# 2
Formula: C3H6N2OS
Source: the Open Molecules 2025 dataset
Level of theory: wB97M-V/def2-TZVPD

Positions of all 13 atoms, in Å:
C -0.02 0.10 -0.17
C 1.81 -0.73 1.09
C -1.14 0.08 -1.05
N 0.85 -1.12 0.13
N 0.18 1.06 0.77
O 2.79 1.89 0.77
S 1.77 1.15 1.57
H 1.81 -1.18 2.01
H 2.74 -1.00 0.69
H -1.94 -0.73 -0.68
H -0.93 -0.32 -2.11
H -1.48 1.12 -1.12
H -0.54 1.75 0.98

Strongest force on any atom (Eh/bohr): 0.187
Orbital gap (eV): 8.97
ΔE to the lowest compared entry with this formula, charge and spin (kJ/mol): 382.5
HOMO level (eV): -8.53
Total charge: 0

Atom-resolved charges from Löwdin, all expressed in e: -0.39 -0.37 -0.06 0.01 -0.17 -0.53 0.96 0.04 0.07 0.14 0.11 0.07 0.11



# 3
Formula: C3H6N2OS
Source: the Open Molecules 2025 dataset
Level of theory: wB97M-V/def2-TZVPD

Positions of all 13 atoms, in Å:
C 1.22 0.99 0.40
C 2.51 0.88 0.79
S 3.35 0.06 -0.43
N 1.99 -0.11 -1.32
N 0.97 0.27 -0.71
H 0.33 1.23 0.93
H 2.93 1.30 1.58
C -2.58 -0.92 -0.21
O -1.53 0.00 -0.06
H -2.76 -1.11 -1.31
H -3.52 -0.45 0.08
H -2.32 -1.81 0.41
H -0.59 -0.33 -0.15

Strongest force on any atom (Eh/bohr): 0.092
Orbital gap (eV): 9.69
ΔE to the lowest compared entry with this formula, charge and spin (kJ/mol): 334.6
HOMO level (eV): -9.51
SMILES: c1csnn1.CO
Total charge: 0

Atom-resolved charges from Löwdin, all expressed in e: -0.21 -0.35 1.02 -0.34 -0.14 0.11 0.01 -0.18 -0.19 0.09 0.07 0.08 0.04



# 4
Formula: C3H6N2S
Source: the Open Molecules 2025 dataset
Level of theory: wB97M-V/def2-TZVPD

Positions of all 12 atoms, in Å:
C -0.81 -0.49 0.52
C -0.38 0.98 0.72
C 0.28 -0.81 -0.43
N 0.46 0.34 -1.29
N 0.86 1.07 -0.08
S 1.83 -0.43 0.46
H -0.61 -1.06 1.34
H -1.84 -0.75 0.11
H -1.02 1.62 0.27
H -0.01 1.39 1.66
H -0.02 -1.97 -1.39
H 1.26 0.10 -1.89

Strongest force on any atom (Eh/bohr): 0.131
Orbital gap (eV): 9.22
ΔE to the lowest compared entry with this formula, charge and spin (kJ/mol): 517.1
HOMO level (eV): -8.85
Total charge: 0

Atom-resolved charges from Löwdin, all expressed in e: -0.22 -0.23 -0.66 -0.12 -0.30 0.85 0.05 0.13 0.07 0.12 0.22 0.08



# 5
Formula: C3H6N2S
Source: the Open Molecules 2025 dataset
Level of theory: wB97M-V/def2-TZVPD

Positions of all 12 atoms, in Å:
S 2.65 -0.66 -0.16
C 1.84 0.75 -0.03
N 0.53 0.89 -0.20
N -0.37 -0.02 -0.85
C -1.62 -0.17 0.10
C -0.55 -1.21 0.02
H 2.20 1.78 0.32
H 0.09 1.76 -0.12
H -1.59 0.43 1.05
H -2.58 -0.18 -0.50
H -0.70 -2.12 -0.57
H 0.10 -1.27 0.93

Strongest force on any atom (Eh/bohr): 0.045
Orbital gap (eV): 9.08
ΔE to the lowest compared entry with this formula, charge and spin (kJ/mol): 301.3
HOMO level (eV): -8.32
SMILES: S=CNN1CC1
Total charge: 0

Atom-resolved charges from Löwdin, all expressed in e: 0.57 -0.74 -0.12 -0.05 -0.10 -0.20 0.10 0.11 0.11 0.11 0.11 0.10



# 6
Formula: C3H6N2S
Source: the Open Molecules 2025 dataset
Level of theory: wB97M-V/def2-TZVPD

Positions of all 12 atoms, in Å:
C -0.42 -0.74 -0.04
C -0.45 0.72 -0.02
C -1.67 1.20 -0.02
H 2.85 -0.19 0.76
H 1.49 0.50 -0.78
H 0.91 -2.28 0.19
H 0.47 1.29 -0.11
H -2.51 0.69 -0.09
H -1.94 2.27 0.26
N 2.10 -0.55 -0.19
N 0.87 -1.20 0.10
S -1.71 -1.70 -0.06

Strongest force on any atom (Eh/bohr): 0.119
Orbital gap (eV): 8.27
ΔE to the lowest compared entry with this formula, charge and spin (kJ/mol): 513.9
HOMO level (eV): -8.39
Total charge: 0

Atom-resolved charges from Löwdin, all expressed in e: -0.90 -0.19 0.01 0.17 0.19 0.15 0.07 -0.03 0.10 -0.08 -0.19 0.69



# 7
Formula: C3H6N2S
Source: the Open Molecules 2025 dataset
Level of theory: wB97M-V/def2-TZVPD

Positions of all 12 atoms, in Å:
C -0.35 -1.25 0.17
C 1.19 0.59 -0.43
C -0.75 0.02 0.66
N -0.02 -2.28 -0.20
N -1.87 0.59 0.26
S 2.48 -0.33 0.20
H 0.89 0.27 -1.46
H 1.14 1.75 -0.30
H -0.29 0.36 1.61
H -2.22 1.55 0.34
H -2.18 0.17 -0.59
H 1.98 -1.41 -0.25

Strongest force on any atom (Eh/bohr): 0.115
Orbital gap (spin up / spin down) (eV): 7.92 / 7.92
ΔE to the lowest compared entry with this formula, charge and spin (kJ/mol): 355.5
HOMO level (spin up / spin down) (eV): -7.30 / -7.30
Total charge: 0

Atom-resolved charges from Löwdin, all expressed in e: -0.35 -0.54 -0.28 0.14 0.07 0.71 0.04 0.07 0.14 0.12 0.09 -0.20



# 8
Formula: C3H6N2S2
Source: the Open Molecules 2025 dataset
Level of theory: wB97M-V/def2-TZVPD

Positions of all 13 atoms, in Å:
C -1.75 2.97 -0.83
N -1.27 2.45 0.47
N -0.75 1.19 0.49
C -0.33 0.88 -0.70
S 0.40 -0.71 -0.91
C 0.79 -1.26 0.80
S 1.45 -2.68 0.93
H -2.87 2.62 -1.27
H -0.80 2.97 -1.71
H -2.04 4.10 -0.61
H -2.02 2.64 1.10
H -0.45 1.39 -1.77
H 0.41 -0.46 1.53

Strongest force on any atom (Eh/bohr): 0.086
Orbital gap (eV): 8.04
ΔE to the lowest compared entry with this formula, charge and spin (kJ/mol): 418.4
HOMO level (eV): -8.29
SMILES: CN/N=C/SC=S
Total charge: 0

Atom-resolved charges from Löwdin, all expressed in e: -0.18 -0.17 -0.06 -0.56 0.81 -1.03 0.62 0.13 0.12 0.09 0.10 0.09 0.04



# 9
Formula: C3H6N2S2
Source: the Open Molecules 2025 dataset
Level of theory: wB97M-V/def2-TZVPD

Positions of all 13 atoms, in Å:
C 2.04 1.06 0.45
C -0.31 -0.07 0.04
C -1.31 -0.66 -0.80
N 1.84 -1.20 -0.09
N 2.60 -0.27 0.00
S 4.25 -0.28 -0.10
S 0.40 1.36 -0.31
H 2.26 1.38 1.53
H 2.70 1.90 -0.05
H -0.10 -0.58 0.91
H -1.06 -0.60 -1.97
H -2.18 -0.01 -0.72
H -1.50 -1.74 -0.58

Strongest force on any atom (Eh/bohr): 0.088
Orbital gap (spin up / spin down) (eV): 6.63 / 7.34
ΔE to the lowest compared entry with this formula, charge and spin (kJ/mol): 530.2
HOMO level (spin up / spin down) (eV): -7.70 / -8.13
Total charge: 0

Atom-resolved charges from Löwdin, all expressed in e: -0.50 -0.58 -0.17 0.10 -0.87 0.48 0.97 0.12 0.07 0.05 0.14 0.08 0.10



# 10
Formula: C3H6N2S2
Source: the Open Molecules 2025 dataset
Level of theory: wB97M-V/def2-TZVPD

Positions of all 13 atoms, in Å:
C 1.72 -2.90 -0.57
C 1.88 -2.72 0.61
C 0.73 1.14 0.23
N -1.65 1.64 0.18
N -0.44 0.98 -0.31
S 3.64 0.99 0.43
S 2.10 0.66 -0.71
H 1.27 -3.32 -1.43
H 2.33 -2.25 1.45
H 0.79 1.77 1.02
H -2.33 1.30 -0.46
H -1.60 2.62 0.26
H -0.53 0.04 -0.63

Strongest force on any atom (Eh/bohr): 0.080
Orbital gap (spin up / spin down) (eV): 6.82 / 6.82
ΔE to the lowest compared entry with this formula, charge and spin (kJ/mol): 519.1
HOMO level (spin up / spin down) (eV): -7.07 / -7.07
Total charge: 0

Atom-resolved charges from Löwdin, all expressed in e: -0.02 -0.02 -0.49 0.07 -0.13 -0.09 0.33 0.01 0.02 0.05 0.08 0.07 0.12



# 11
Formula: C3H6N2S2
Source: the Open Molecules 2025 dataset
Level of theory: wB97M-V/def2-TZVPD

Positions of all 13 atoms, in Å:
C -0.37 0.34 -0.84
C 0.00 -0.81 0.05
C -0.89 -1.68 0.99
N 0.63 1.31 -1.16
N 1.33 1.92 -0.33
S 2.39 3.09 -0.97
S 1.31 1.64 1.31
H -0.82 -0.13 -1.79
H -1.19 1.04 -0.61
H 1.07 -1.03 -0.01
H -1.90 -1.25 0.91
H -0.48 -1.78 1.97
H -1.08 -2.65 0.50

Strongest force on any atom (Eh/bohr): 0.069
Orbital gap (spin up / spin down) (eV): 8.55 / 5.19
ΔE to the lowest compared entry with this formula, charge and spin (kJ/mol): 563.3
HOMO level (spin up / spin down) (eV): -8.90 / -7.86
Total charge: 0

Atom-resolved charges from Löwdin, all expressed in e: -0.29 -0.11 -0.08 -0.09 -1.17 0.53 0.65 0.15 0.13 0.08 0.07 0.06 0.07



# 12
Formula: C3H6N2S3
Source: the Open Molecules 2025 dataset
Level of theory: wB97M-V/def2-TZVPD

Positions of all 14 atoms, in Å:
C 3.03 -0.53 0.30
S 1.51 -1.30 -0.27
C 0.26 -0.06 -0.02
S 0.62 1.52 0.20
N -1.02 -0.63 -0.17
C -2.27 -0.06 -0.07
N -2.39 1.23 -0.45
S -3.66 -0.97 0.28
H 2.80 -0.06 1.27
H 3.81 -1.29 0.34
H 3.29 0.25 -0.42
H -1.11 -1.64 -0.10
H -1.59 1.86 -0.47
H -3.29 1.66 -0.42

Strongest force on any atom (Eh/bohr): 0.044
Orbital gap (eV): 8.12
ΔE to the lowest compared entry with this formula, charge and spin (kJ/mol): 0.0
HOMO level (eV): -8.65
SMILES: CSC(=S)NC(N)=S
Total charge: 0

Atom-resolved charges from Löwdin, all expressed in e: -0.42 0.84 -1.07 0.70 -0.07 -0.91 0.08 0.55 0.04 0.04 0.03 0.10 0.01 0.09



Q: The highest ΔE to the lowest compared entry with this formula, charge and spin belongs to which entry?
A: number 11